# 1
Formula: C4H12S2
Source: OMol25
Level of theory: ωB97M-V/def2-TZVPD

Summary:
ΔE to the lowest compared entry with this formula, charge and spin ... 0.5949 eV
Calculated total energy ... -26012.523 eV
Gap between HOMO and LUMO ... 9.785 eV
2S+1 ... 1
F_max ... 1.296 eV Å⁻¹
SMILES ... CCS.CCS
HOMO energy ... -0.3316 hartree

Each line ends with the natural charge from an NBO analysis.
Element x y z (Å)
H: -1.55004 0.33911 -0.92853  0.215
H: 0.45603 1.87982 0.37837  0.121
H: -2.01968 1.28212 0.45552  0.210
H: -2.24715 -2.86531 1.41954  0.120
C: -2.80375 -0.79470 0.39134  -0.540
S: 1.76499 2.13312 0.46993  -0.073
S: -2.90816 -1.79881 1.88313  -0.027
H: -2.72936 -1.47079 -0.43997  0.217
C: 2.52584 0.16047 -1.29047  -0.619
H: -3.78939 -0.35306 0.22526  0.219
H: 2.95451 0.95432 -1.89342  0.217
H: 3.07518 -0.75839 -1.53385  0.207
C: -1.73836 0.27366 0.14251  -0.627
H: 2.10463 -0.16041 0.83841  0.215
H: -0.83315 0.09209 0.72708  0.213
C: 2.60770 0.53294 0.17995  -0.501
H: 3.62804 0.61949 0.54445  0.226
H: 1.50211 -0.06568 -1.56924  0.208

***

# 2
Formula: C4H4BrN3
Source: OMol25
Level of theory: ωB97M-V/def2-TZVPD

Summary:
ΔE to the lowest compared entry with this formula, charge and spin ... 0.9395 eV
<S²> ... 2.02
Calculated total energy ... -78719.156 eV
Gap between HOMO and LUMO (alpha / beta) ... 6.146 / 7.509 eV
2S+1 ... 3
F_max ... 11.880 eV Å⁻¹
HOMO energy (alpha / beta) ... -0.2043 / -0.3942 hartree

Each line ends with the Mulliken spin population.
Element x y z (Å)
N: 0.48777 -0.18595 -0.19080  0.085
C: 1.63040 0.55845 -0.40639  0.603
C: 0.37039 -1.35482 -0.76605  0.006
H: 2.59694 0.16555 -0.90012  0.021
H: 0.06314 2.73582 1.24512  0.006
H: -1.10570 0.14045 1.05337  0.021
C: 0.39509 1.75699 0.70515  0.519
H: -2.79191 -5.04994 0.57296  0.000
Br: -3.60489 -5.22911 -0.46649  0.000
N: 0.19084 -2.37440 -1.21521  0.110
C: -0.30823 0.64784 0.59020  0.696
N: 1.58812 1.75866 0.02404  -0.068

***

# 3
Formula: C5H8BrClN3
Source: OMol25
Level of theory: ωB97M-V/def2-TZVPD

Summary:
Net charge ... +1
ΔE to the lowest compared entry with this formula, charge and spin ... 3.5577 eV
Calculated total energy ... -92339.973 eV
Gap between HOMO and LUMO (alpha / beta) ... 7.124 / 7.125 eV
2S+1 ... 1
F_max ... 5.268 eV Å⁻¹
SMILES ... NC(Cl)=C=NC[C@H](Br)C=[NH2+]
HOMO energy (alpha / beta) ... -0.4487 / -0.4487 hartree

Each line ends with the natural charge from an NBO analysis.
Element x y z (Å)
C: 0.36316 -1.47313 -1.16984  0.338
N: 0.58329 -0.55199 -1.92101  -0.335
H: -1.00047 1.43583 0.61446  0.393
H: 1.17086 2.08768 -0.02545  0.280
Br: 3.26792 0.57211 0.18124  0.101
C: 0.36384 -2.29643 -0.12397  -0.007
C: 1.16316 0.69965 -1.70502  -0.218
H: -1.43605 -3.39265 0.05643  0.420
H: -0.48478 -3.24918 1.49015  0.411
N: -0.68962 0.73391 1.18503  -0.646
C: 0.56394 0.32295 0.82402  0.244
N: -0.76177 -2.71676 0.59608  -0.846
C: 1.35461 1.01589 -0.13222  -0.397
H: 0.47702 1.42972 -2.10257  0.236
Cl: 1.91117 -2.98832 0.29230  0.051
H: -1.29952 0.43402 1.91231  0.447
H: 2.05618 0.49707 -2.30320  0.284
H: 0.90885 -0.41076 1.52328  0.246

***

# 4
Formula: C28H31BrN2OSSeSiV
Source: OMol25
Level of theory: ωB97M-V/def2-TZVPD

Summary:
Net charge ... +3
Calculated total energy ... -214327.183 eV
Gap between HOMO and LUMO ... 5.770 eV
2S+1 ... 1
F_max ... 0.674 eV Å⁻¹
HOMO energy ... -0.6219 hartree

Each line ends with the natural charge from an NBO analysis.
Element x y z (Å)
C: 3.44841 1.51591 0.50118  0.233
C: 5.62724 1.45287 0.84822  -0.010
C: 0.68794 -0.58226 -5.35968  -0.012
C: -4.24042 3.70376 -0.14337  -0.211
H: 1.82209 -0.17039 1.88198  0.230
H: -6.15206 4.66450 -0.15697  0.256
C: -2.84219 0.17446 1.11102  -0.127
H: 2.37146 -4.68690 0.03623  0.257
O: -1.10739 1.64626 -1.18513  -0.818
H: -3.84152 4.32565 0.64897  0.243
C: 1.49284 -3.54410 2.98310  -1.113
C: 1.54160 0.77819 -3.56924  -0.086
N: 4.63450 1.96254 0.05179  -0.292
C: 1.47792 0.48824 -4.90947  -0.234
H: -1.15796 1.04970 4.49943  0.251
H: -1.77850 -3.56602 2.37969  0.243
C: -5.23414 2.14315 -2.23761  -0.178
H: 5.88838 2.68039 -1.43768  0.256
H: -7.03174 3.28125 -1.99968  0.254
H: -0.90787 2.59246 2.56624  0.243
Se: 1.81798 2.14618 -0.23862  0.229
H: 4.80694 3.90479 -0.72779  0.249
H: 6.66506 1.67737 0.67119  0.274
H: 2.14643 1.60575 -3.22835  0.228
H: 4.17098 2.68032 -1.86449  0.224
Br: 0.60381 -0.95289 -7.16655  0.273
C: -2.07715 1.33180 1.26369  -0.368
C: -3.94391 1.91798 -1.78784  -0.226
C: 2.69068 0.12764 2.45662  -0.415
H: 1.39879 -4.39083 3.66731  0.281
H: -2.47981 -1.01490 4.25303  0.250
C: -0.02904 -1.37708 -4.45634  -0.214
C: -3.47798 2.70382 -0.74052  -0.216
H: 2.03327 1.07811 -5.62563  0.268
C: -5.53496 3.89550 -0.59982  -0.172
H: -0.61019 -2.21228 -4.82281  0.268
H: 2.41023 0.83629 3.23431  0.241
H: -3.35715 -0.03383 0.18129  0.237
C: -1.60399 0.80341 3.54577  -0.203
H: 5.44849 0.12389 2.60981  0.271
H: 3.14482 -0.75053 2.90698  0.247
H: -3.56878 -1.56860 2.11117  0.250
H: -3.31336 1.17814 -2.25997  0.230
C: 4.88515 2.87499 -1.06991  -0.413
S: -1.89034 2.49636 -0.02506  1.263
H: -1.84431 -4.53123 0.89437  0.261
H: 1.38062 -6.01004 0.64042  0.279
C: -6.02521 3.11791 -1.63949  -0.134
N: 3.67777 0.74566 1.57412  -0.292
C: 0.03149 -1.11015 -3.10701  -0.169
C: -1.27055 -4.33807 1.80037  -1.110
H: 0.81340 -5.05553 -0.72196  0.258
C: 1.34432 -4.99836 0.22821  -1.114
C: 0.80808 -0.01414 -2.66018  -0.258
V: 0.29462 0.51379 -0.95859  1.098
C: 0.32582 -1.05222 0.04485  -0.560
H: -5.62448 1.56191 -3.06118  0.249
C: -2.34890 -0.35800 3.40306  -0.132
C: 5.03126 0.69100 1.79584  -0.027
H: -1.28518 -5.25390 2.39673  0.279
H: -0.50019 -1.74981 -2.41360  0.253
C: -1.46251 1.66695 2.46893  -0.167
H: 1.14091 -2.66193 3.52061  0.242
Si: 0.49621 -3.89138 1.45047  1.575
C: 0.39247 -2.15781 0.59124  -0.021
C: -2.96521 -0.67494 2.19237  -0.204
H: 2.55503 -3.43075 2.76394  0.250

***

# 5
Formula: C5H10BrN
Source: OMol25
Level of theory: ωB97M-V/def2-TZVPD

Summary:
ΔE to the lowest compared entry with this formula, charge and spin ... 0.7233 eV
Calculated total energy ... -76878.092 eV
Gap between HOMO and LUMO ... 10.551 eV
2S+1 ... 1
F_max ... 5.653 eV Å⁻¹
SMILES ... [H]/N=C(/CBr)C(C)C
HOMO energy ... -0.3567 hartree

Each line ends with the natural charge from an NBO analysis.
Element x y z (Å)
H: 2.21465 -0.15430 -0.17381  0.184
C: 1.75428 0.25671 0.57855  -0.572
H: 0.05249 0.80535 1.28006  0.230
H: -1.88957 -1.56727 1.27202  0.248
C: -0.31011 -0.95983 -0.01451  0.295
C: -1.77814 -1.09970 0.23924  -0.497
H: -2.32669 -1.68562 -0.64446  0.260
H: 0.57094 1.40684 -1.74598  0.203
H: 2.19600 1.23774 0.77365  0.212
N: 0.17812 -2.02857 -0.44544  -0.614
H: -1.03552 1.32689 -1.06765  0.228
H: 1.92960 -0.48000 1.44581  0.203
C: 0.28417 0.43205 0.30224  -0.315
H: 0.00247 2.51630 -0.35939  0.222
C: -0.02405 1.50672 -0.73976  -0.614
H: 1.13896 -1.96081 -0.78987  0.345
Br: -2.95761 0.44748 0.08930  -0.017

***

# 6
Formula: H26NeO13
Source: OMol25
Level of theory: ωB97M-V/def2-TZVPD

Summary:
ΔE to the lowest compared entry with this formula, charge and spin ... 0.6726 eV
Calculated total energy ... -30549.553 eV
Gap between HOMO and LUMO ... 9.304 eV
2S+1 ... 1
F_max ... 1.643 eV Å⁻¹
HOMO energy ... -0.3594 hartree

Each line ends with the natural charge from an NBO analysis.
Element x y z (Å)
H: -0.26338 1.62150 2.30186  0.500
Ne: -0.19878 -0.00346 0.36241  0.000
H: -1.22579 -2.13154 -0.01002  0.509
O: -1.27115 -2.47242 1.96683  -0.972
H: 2.95598 -0.04526 -0.02947  0.489
O: 3.51335 0.73108 -0.08313  -0.948
H: -0.44445 3.29339 -2.67225  0.487
H: 1.67193 -0.65717 -2.87314  0.488
H: -0.41995 3.24091 -1.15946  0.479
O: -1.03847 2.12232 2.04763  -0.962
H: 0.72904 -2.11544 -0.98103  0.509
H: -2.14245 1.65931 0.73925  0.492
O: 2.14567 2.12149 -2.21055  -0.992
H: 1.62812 -0.13510 3.21982  0.480
H: -1.49414 -0.91239 -1.89593  0.475
H: 1.56594 -2.13541 4.23607  0.487
H: 2.18147 1.14575 3.80728  0.470
O: 1.16030 -0.45368 -3.65612  -0.962
O: -2.59330 1.58497 -0.10185  -0.979
O: 1.60624 -1.73766 -0.91751  -0.987
H: -1.78095 -3.10943 -1.02363  0.493
H: -2.06053 -1.99922 2.22989  0.482
H: -4.79202 -0.44364 -0.50700  0.454
O: 1.77244 0.78952 3.01860  -0.959
H: 1.87404 -2.41542 2.78053  0.491
O: 1.18639 -2.08525 3.35877  -0.956
O: -1.59253 -0.17634 -2.49990  -0.984
H: -0.71487 -0.03969 -2.85668  0.488
O: -4.59290 0.07174 0.27464  -0.991
H: 2.54947 1.71032 -1.44628  0.485
H: -0.61100 -2.21422 2.61007  0.494
H: 4.34436 0.40640 -0.42986  0.471
H: 2.17846 -2.48646 -0.74988  0.466
H: -3.83290 0.59859 0.02754  0.492
H: -1.89522 1.64247 -0.75423  0.504
H: -1.35130 2.51143 2.86431  0.480
H: 1.21697 2.18338 -1.98716  0.476
O: -1.07063 -2.48255 -0.88692  -0.983
H: 1.73644 0.10132 -4.18174  0.478
O: -0.62991 2.71587 -1.93178  -0.943

***

- Look up the F_max of the fifth one.
  5.653 eV Å⁻¹